1.
2 unconnected molecules or ions with the total composition C21H25BF2NO10Si in a non-equilibrium geometry, computed with the ωB97M-V functional and the def2-TZVPD basis.

Each line ends with the natural charge from an NBO analysis.
Positions of all 61 atoms, in Å:
1 C 2.9375 0.9075 2.5142  -1.12
2 Si 2.7046 2.3608 1.3610  1.65
3 C 3.6999 3.8126 2.0469  -1.11
4 C 0.9020 2.9238 1.1946  -0.89
5 C -0.1419 2.1046 1.9806  -0.45
6 C -0.8756 1.0815 1.1473  0.73
7 F 0.0553 0.3422 0.4830  -0.35
8 F -1.5064 0.2210 2.0076  -0.35
9 C -1.9473 1.5911 0.2150  -0.24
10 C -2.7926 0.4973 -0.5196  -0.38
11 C -2.0542 -0.7445 -0.9892  -0.08
12 O -3.0637 -1.7086 -1.3477  -0.74
13 C -2.9595 2.4944 0.9548  -0.42
14 C -2.7832 3.9349 0.4431  -0.23
15 N -1.7349 3.9002 -0.5839  -0.67
16 C -1.4385 2.5449 -0.8739  0.72
17 O -0.8626 2.2346 -1.8674  -0.54
18 C 3.3645 2.0427 -0.3729  -0.49
19 C 4.5925 2.5774 -0.7812  -0.15
20 C 5.0736 2.3703 -2.0745  -0.24
21 C 4.3448 1.6300 -3.0008  -0.21
22 C 3.1299 1.0777 -2.6071  -0.19
23 C 2.6530 1.2857 -1.3119  -0.20
24 H 2.4486 -0.0035 2.1856  0.26
25 H 2.5866 1.1809 3.5078  0.23
26 H 4.0038 0.7195 2.6168  0.24
27 H 4.7245 3.4985 2.2318  0.23
28 H 3.2826 4.1839 2.9780  0.23
29 H 3.7318 4.5914 1.2889  0.24
30 H 0.6845 2.9815 0.1313  0.24
31 H 0.8588 3.9485 1.5629  0.23
32 H 0.3251 1.5587 2.7952  0.23
33 H -0.8574 2.7674 2.4552  0.21
34 H -3.1802 0.9804 -1.4135  0.21
35 H -3.6484 0.1791 0.0627  0.23
36 H -1.4779 -0.5391 -1.8872  0.17
37 H -1.4413 -1.1852 -0.2143  0.20
38 H -2.7410 -2.5540 -1.0221  0.48
39 H -3.9681 2.2190 0.6647  0.22
40 H -2.9850 2.3856 2.0331  0.23
41 H -2.6125 4.6298 1.2634  0.19
42 H -3.6940 4.2864 -0.0350  0.19
43 H -0.9216 4.3954 -0.2428  0.40
44 H 5.2042 3.1636 -0.1114  0.19
45 H 6.0192 2.7951 -2.3813  0.20
46 H 4.7000 1.4808 -4.0078  0.21
47 H 2.5280 0.4947 -3.2865  0.22
48 H 1.6988 0.8483 -1.0518  0.23
49 B -2.0446 -6.8090 -0.6276  1.15
50 O -2.8075 -6.9688 0.6280  -0.65
51 C -2.6608 -5.8826 1.3728  0.68
52 O -3.1487 -5.6909 2.4492  -0.56
53 C -1.7512 -4.9080 0.6107  0.68
54 O -1.4061 -3.8225 0.9905  -0.58
55 O -1.4145 -5.4708 -0.5378  -0.65
56 O -1.0322 -7.8703 -0.7841  -0.65
57 C -1.2650 -8.5327 -1.9106  0.68
58 O -0.6267 -9.4546 -2.3299  -0.56
59 C -2.4978 -7.9080 -2.5800  0.68
60 O -2.9906 -8.2572 -3.6133  -0.56
61 O -2.9206 -6.9130 -1.8094  -0.65

Output
LUMO energy: 1.9 eV
charge: -1
multiplicity: 1
E: -58146.2529 eV
E_HOMO: -7.110 eV

***

2.
12 unconnected molecules or ions with the total composition H24O12 in a non-equilibrium geometry, computed with the ωB97M-V functional and the def2-TZVPD basis.

Each line ends with the natural charge from an NBO analysis.
Positions of all 36 atoms, in Å:
1 O 0.0368 0.2206 0.3289  -0.96
2 H 0.3847 0.9327 -0.2196  0.46
3 H 0.8213 -0.1749 0.7252  0.49
4 O -2.1215 3.3822 3.2503  -0.96
5 H -2.0492 2.5739 2.7303  0.48
6 H -1.6926 4.0512 2.7048  0.45
7 O -4.0434 0.0370 -1.9289  -0.93
8 H -3.3839 0.5529 -1.4515  0.47
9 H -4.8387 0.1172 -1.3904  0.48
10 O -0.6537 -0.5239 2.5773  -0.92
11 H -0.4637 -0.8519 1.6911  0.48
12 H 0.1019 0.0365 2.7870  0.44
13 O -0.2167 1.9534 -2.1576  -0.91
14 H 0.6922 2.1998 -2.3632  0.46
15 H -0.2956 2.1173 -1.2110  0.45
16 O 5.1924 -1.4039 -1.3344  -0.94
17 H 6.0323 -1.8535 -1.1883  0.47
18 H 4.7188 -1.5156 -0.5024  0.47
19 O -0.2568 -1.7380 -2.7290  -0.94
20 H 0.6440 -1.7878 -2.3898  0.46
21 H -0.1438 -1.6466 -3.6819  0.49
22 O -2.3570 -1.9976 -0.7553  -0.97
23 H -2.9635 -1.4736 -1.2907  0.48
24 H -1.4874 -1.7908 -1.1158  0.47
25 O 1.1246 -2.1264 4.9791  -0.94
26 H 1.2371 -1.6418 4.1536  0.47
27 H 0.2673 -2.5564 4.8837  0.47
28 O -1.9236 1.4676 1.4729  -0.92
29 H -2.1052 1.2410 0.5539  0.47
30 H -0.9920 1.7148 1.4738  0.47
31 O 1.2588 -2.1376 0.3632  -0.96
32 H 0.8904 -2.9501 0.7282  0.49
33 H 0.8526 -2.0666 -0.5080  0.47
34 O 2.9554 2.4728 -3.1525  -0.91
35 H 2.1919 2.4638 -3.7407  0.46
36 H 2.5859 2.7020 -2.2923  0.45

Output
LUMO energy: -0.8 eV
structure (SMILES): O.O.O.O.O.O.O.O.O.O.O.O
charge: 0
multiplicity: 1
ΔE to the lowest compared entry with this formula, charge and spin: 369.8 kJ/mol
E: -24957.8613 eV
E_HOMO: -10.693 eV

***

3.
19 unconnected molecules or ions with the total composition C48H146N12O19 in a non-equilibrium geometry, computed with the ωB97M-V functional and the def2-TZVPD basis.

Each line ends with the Löwdin charge.
Positions of all 225 atoms, in Å:
1 C 11.6901 -10.9567 31.0275  -0.05
2 C 11.1516 -10.4728 32.3948  -0.42
3 C 11.4542 -9.0341 32.5233  -0.23
4 O 11.1035 -8.6312 33.8356  -0.20
5 C 11.3664 -7.2390 34.1689  -0.05
6 N 9.6999 -10.7767 32.4186  0.06
7 H 11.1872 -10.4141 30.2270  0.04
8 H 11.5212 -12.0238 30.8830  0.08
9 H 12.7747 -10.8497 31.0442  0.08
10 H 11.6214 -11.0124 33.2171  0.14
11 H 10.8815 -8.3777 31.8681  0.12
12 H 12.5312 -8.8754 32.4693  0.13
13 H 10.5896 -6.5583 33.8206  0.06
14 H 12.3537 -6.9368 33.8194  0.07
15 H 11.4379 -7.3023 35.2547  0.09
16 H 9.3465 -10.3612 33.2686  0.05
17 H 9.3153 -10.1012 31.7736  0.02
18 C 7.4778 -5.9103 32.2584  -0.01
19 C 8.8618 -5.6652 31.6146  -0.40
20 C 8.8246 -5.2650 30.1145  -0.12
21 O 8.3889 -6.3870 29.2731  -0.22
22 C 8.4744 -6.2501 27.8423  -0.08
23 N 9.5394 -4.6451 32.3334  0.06
24 H 6.7829 -5.0901 32.0779  0.08
25 H 7.6270 -6.0246 33.3321  0.06
26 H 6.9977 -6.7980 31.8466  0.06
27 H 9.4998 -6.5459 31.6887  0.12
28 H 9.8243 -4.9558 29.8094  0.10
29 H 8.2588 -4.3568 29.9069  0.10
30 H 9.4740 -6.3047 27.4113  0.06
31 H 7.9183 -5.4256 27.3961  0.07
32 H 8.0790 -7.1626 27.3963  0.07
33 H 9.4932 -4.8506 33.3212  0.04
34 H 9.0569 -3.7773 32.1483  0.05
35 C 8.7442 -9.6939 23.3294  -0.08
36 C 8.6330 -8.4588 22.4827  -0.44
37 C 9.9422 -7.6180 22.4607  -0.19
38 O 10.4835 -7.2062 23.7038  -0.19
39 C 9.7615 -6.2531 24.5166  -0.07
40 N 8.2488 -8.9862 21.1641  0.04
41 H 9.5310 -10.3889 23.0362  0.09
42 H 7.7475 -10.1335 23.3655  0.08
43 H 8.9180 -9.4593 24.3796  0.05
44 H 7.8353 -7.8095 22.8435  0.11
45 H 9.6945 -6.7342 21.8727  0.11
46 H 10.7073 -8.1650 21.9097  0.13
47 H 8.9728 -6.7753 25.0582  0.07
48 H 9.3455 -5.4360 23.9273  0.09
49 H 10.4681 -5.8190 25.2240  0.08
50 H 8.5243 -8.3323 20.4454  0.07
51 H 8.8223 -9.8075 21.0350  0.06
52 C 3.9476 0.5311 30.5387  -0.08
53 C 5.0381 0.6756 29.5199  -0.43
54 C 5.2678 -0.5358 28.5327  -0.18
55 O 5.8169 -1.5991 29.2681  -0.23
56 C 5.0706 -2.8304 29.2810  -0.06
57 N 4.5749 1.7736 28.7395  0.01
58 H 4.1606 -0.3649 31.1217  0.07
59 H 2.9897 0.2528 30.0993  0.08
60 H 3.5903 1.3752 31.1284  0.09
61 H 5.9645 0.9719 30.0120  0.14
62 H 5.9824 -0.3456 27.7319  0.11
63 H 4.3480 -0.7543 27.9903  0.12
64 H 4.7949 -3.1531 28.2771  0.08
65 H 4.1602 -2.5896 29.8299  0.08
66 H 5.6482 -3.5985 29.7954  0.07
67 H 4.4078 2.4883 29.4333  0.07
68 H 3.6241 1.4948 28.5439  0.07
69 C 9.0093 -1.1602 27.9571  -0.04
70 C 9.8487 -2.3124 28.3584  -0.46
71 C 10.9952 -2.6912 27.4380  -0.19
72 O 11.6459 -3.8963 27.8083  -0.20
73 C 13.0198 -4.1081 27.4610  -0.09
74 N 10.3593 -2.1608 29.6922  0.06
75 H 8.5654 -1.3102 26.9729  0.08
76 H 9.7015 -0.3212 27.8858  0.09
77 H 8.2703 -0.9196 28.7214  0.07
78 H 9.1393 -3.1368 28.4307  0.12
79 H 11.6985 -1.8598 27.3900  0.13
80 H 10.6089 -2.7303 26.4195  0.12
81 H 13.3339 -5.1274 27.6856  0.07
82 H 13.7131 -3.3822 27.8860  0.09
83 H 13.1024 -4.0163 26.3780  0.08
84 H 10.8477 -3.0318 29.8434  0.06
85 H 11.0289 -1.4102 29.7839  0.11
86 C 6.6612 -0.1360 34.5016  -0.04
87 C 7.2983 -1.3964 35.1666  -0.36
88 C 6.2608 -2.3273 35.8057  -0.22
89 O 6.9455 -3.2443 36.6139  -0.19
90 C 6.1255 -3.9924 37.4625  -0.11
91 N 7.9432 -2.2262 34.1492  0.02
92 H 6.1570 -0.3373 33.5564  0.06
93 H 7.4577 0.5854 34.3192  0.08
94 H 5.8538 0.3919 35.0088  0.07
95 H 8.0957 -1.1772 35.8766  0.15
96 H 5.6415 -2.7949 35.0402  0.12
97 H 5.5156 -1.7098 36.3072  0.12
98 H 5.5262 -4.7723 36.9928  0.09
99 H 5.4572 -3.3078 37.9849  0.09
100 H 6.6498 -4.5256 38.2556  0.09
101 H 8.5242 -1.6879 33.5226  0.06
102 H 7.1866 -2.3755 33.4969  0.07
103 C 0.4224 -9.1182 28.4143  -0.08
104 C 1.3540 -7.9966 28.2452  -0.44
105 C 2.6798 -8.1581 29.0504  -0.19
106 O 3.6105 -7.1730 28.6144  -0.22
107 C 4.8373 -7.0795 29.4441  -0.05
108 N 1.5908 -7.7464 26.7922  0.06
109 H 0.8315 -9.9681 27.8681  0.08
110 H -0.5601 -8.8162 28.0516  0.09
111 H 0.2994 -9.3905 29.4625  0.08
112 H 0.8463 -7.1070 28.6179  0.13
113 H 3.1033 -9.1427 28.8520  0.12
114 H 2.5466 -7.9769 30.1170  0.11
115 H 4.6223 -6.4682 30.3205  0.05
116 H 5.5255 -6.4764 28.8520  0.07
117 H 5.3389 -8.0289 29.6315  0.09
118 H 1.5636 -8.6464 26.3345  0.03
119 H 2.5118 -7.3795 26.5995  0.05
120 C 2.9439 -1.2229 34.3615  -0.07
121 C 1.6508 -1.7354 33.6910  -0.42
122 C 1.8294 -3.1878 33.3179  -0.20
123 O 2.8113 -3.2884 32.2977  -0.19
124 C 3.3447 -4.5530 31.9815  -0.10
125 N 0.5179 -1.5815 34.6222  0.04
126 H 2.8806 -0.2129 34.7666  0.08
127 H 3.8644 -1.3855 33.8008  0.05
128 H 3.2233 -1.8940 35.1736  0.06
129 H 1.4641 -1.0339 32.8779  0.13
130 H 0.8722 -3.6009 32.9998  0.13
131 H 2.1023 -3.7291 34.2238  0.12
132 H 3.8036 -4.9355 32.8932  0.09
133 H 4.1229 -4.4405 31.2267  0.05
134 H 2.6579 -5.3126 31.6081  0.09
135 H 0.5905 -0.6205 34.9243  0.06
136 H 0.6253 -2.2395 35.3809  0.07
137 C 2.8189 -10.3805 22.4166  -0.07
138 C 3.4677 -10.5517 23.7526  -0.45
139 C 4.4736 -9.4347 24.1453  -0.14
140 O 5.0546 -9.6955 25.4609  -0.19
141 C 5.9201 -8.7117 25.9015  -0.13
142 N 2.4886 -10.6816 24.8189  0.04
143 H 2.2979 -11.2838 22.0994  0.08
144 H 3.5717 -10.3133 21.6312  0.08
145 H 2.2426 -9.4565 22.3688  0.08
146 H 3.9552 -11.5261 23.7864  0.13
147 H 3.8436 -8.5509 24.2457  0.12
148 H 5.2109 -9.3380 23.3483  0.12
149 H 6.2733 -8.9609 26.9021  0.08
150 H 5.3432 -7.7978 26.0432  0.09
151 H 6.8290 -8.6244 25.3061  0.07
152 H 2.2784 -11.6683 24.8692  0.07
153 H 2.9275 -10.6669 25.7284  0.06
154 C 12.2257 -8.5094 28.1367  -0.04
155 C 11.1546 -9.0534 27.1377  -0.37
156 C 11.7542 -9.8022 25.8786  -0.15
157 O 12.3517 -11.0603 26.2638  -0.21
158 C 12.6612 -11.9437 25.1805  -0.09
159 N 10.3242 -10.0090 27.8631  0.04
160 H 11.7439 -8.2791 29.0869  0.07
161 H 12.6698 -7.6137 27.7024  0.07
162 H 12.9713 -9.2576 28.4057  0.07
163 H 10.5556 -8.1913 26.8445  0.11
164 H 12.4980 -9.1511 25.4193  0.12
165 H 10.9565 -10.0816 25.1904  0.09
166 H 13.5219 -11.7006 24.5574  0.08
167 H 11.7944 -12.0024 24.5222  0.07
168 H 12.8325 -12.9386 25.5916  0.09
169 H 9.6239 -10.3740 27.2334  0.08
170 H 10.9202 -10.8071 28.0306  0.07
171 C 4.3377 -3.0543 24.7204  -0.05
172 C 5.2424 -4.2960 24.7966  -0.41
173 C 5.5219 -5.0401 23.4899  -0.20
174 O 4.3321 -5.6467 22.9879  -0.20
175 C 4.5706 -6.4416 21.8115  -0.08
176 N 6.5219 -4.0173 25.4736  0.04
177 H 4.7691 -2.2053 24.1902  0.08
178 H 4.0338 -2.7378 25.7182  0.06
179 H 3.4297 -3.3902 24.2197  0.08
180 H 4.7671 -5.0128 25.4663  0.13
181 H 6.2847 -5.8156 23.5593  0.10
182 H 5.7785 -4.2798 22.7522  0.13
183 H 5.5008 -6.9932 21.9483  0.06
184 H 4.6526 -5.8207 20.9194  0.09
185 H 3.8015 -7.2071 21.7089  0.08
186 H 7.0368 -3.3052 24.9756  0.07
187 H 6.4394 -3.5429 26.3615  0.05
188 C 12.9805 -5.0557 30.6586  -0.05
189 C 14.1260 -5.6958 31.4929  -0.43
190 C 15.3008 -6.3297 30.6842  -0.19
191 O 14.6738 -7.3912 29.9468  -0.19
192 C 15.6755 -7.9455 29.0880  -0.11
193 N 14.6772 -4.6057 32.2409  0.03
194 H 13.3208 -4.1033 30.2521  0.07
195 H 12.1297 -4.7895 31.2857  0.05
196 H 12.6621 -5.7054 29.8434  0.06
197 H 13.7093 -6.4554 32.1544  0.11
198 H 15.9882 -6.6418 31.4704  0.12
199 H 15.7683 -5.4632 30.2165  0.12
200 H 16.3530 -7.2954 28.5343  0.09
201 H 15.2199 -8.6781 28.4219  0.07
202 H 16.2722 -8.5630 29.7595  0.09
203 H 13.8799 -4.2051 32.7141  0.06
204 H 14.7977 -3.9243 31.5052  0.06
205 O 6.4379 -9.5247 32.2471  -0.05
206 H 6.8859 -9.3645 33.0777  0.05
207 H 7.0046 -9.1245 31.5877  -0.02
208 O 10.4474 -3.1241 34.9691  -0.06
209 H 9.6200 -2.7945 34.6185  -0.02
210 H 10.1891 -3.7633 35.6331  0.03
211 O 11.5940 -2.4624 32.7546  -0.08
212 H 11.1661 -3.2449 32.4070  -0.04
213 H 11.3603 -2.4533 33.6828  -0.02
214 O 8.7475 -5.2744 35.6515  -0.05
215 H 8.1778 -6.0435 35.6377  0.05
216 H 8.1551 -4.5345 35.5180  0.00
217 O 8.3277 -8.9738 30.2473  -0.05
218 H 8.4254 -8.0708 29.9450  0.00
219 H 8.7973 -9.4965 29.5973  0.02
220 O 4.0476 -7.9663 32.6021  -0.06
221 H 3.3955 -8.6441 32.4241  0.03
222 H 4.8874 -8.4232 32.5561  -0.02
223 O 8.3281 -1.6457 31.3976  -0.07
224 H 9.1690 -1.6979 30.9433  -0.02
225 H 7.6806 -1.8752 30.7311  0.01

Output
LUMO energy: 0.4 eV
charge: 0
multiplicity: 1
ΔE to the lowest compared entry with this formula, charge and spin: 248.5 kJ/mol
E: -108919.9597 eV
E_HOMO: -8.771 eV

***

| no. | gap between HOMO and LUMO (Ha) |
| --- | --- |
| 1 | 0.331 |
| 2 | 0.365 |
| 3 | 0.337 |